# 1
Density functional theory data (the ωB97M-V functional and the def2-TZVPD basis) for 12 unconnected molecules or ions with the total composition C40H56O36 in a non-equilibrium geometry.

XYZ file:
```
132
Properties=species:S:1:pos:R:3:forces:R:3:lowdin_charge:R:1
C 5.25145 2.67051 -1.34046 -1.197 0.181 0.386 0.00
C 4.80152 3.54536 -0.16766 0.786 0.312 -0.705 -0.29
C 3.30465 3.50226 0.20251 1.170 -0.736 -1.368 -0.09
O 3.38268 3.24468 1.59651 -1.183 0.033 0.077 0.08
C 4.61559 2.85541 1.96917 0.462 0.615 0.020 -0.57
O 4.90011 2.48710 3.06557 -0.163 -0.334 0.057 0.15
O 5.50080 3.04155 0.97245 -0.638 -0.367 0.710 0.08
H 6.31469 2.70984 -1.55831 -0.040 0.394 -0.091 0.09
H 4.60763 2.87511 -2.19735 0.412 0.110 -0.267 0.08
H 5.02056 1.64273 -1.05858 0.027 -0.009 0.033 0.07
H 5.07477 4.60531 -0.20296 0.269 -0.162 -0.566 0.15
H 2.78637 2.73297 -0.37998 0.028 -0.511 0.677 0.11
H 2.81824 4.41409 -0.14522 -0.019 0.381 1.075 0.13
C 4.95824 -3.92451 3.87893 0.855 -0.279 -0.297 0.00
C 4.44151 -3.94027 2.45568 -0.070 0.090 0.323 -0.29
C 4.33721 -5.31240 1.77618 0.609 0.328 -0.515 -0.10
O 2.95307 -5.53948 1.64914 -0.345 -0.442 0.335 0.06
C 2.23957 -4.44843 2.02732 0.486 -0.537 -0.704 -0.54
O 1.05671 -4.41241 1.86445 0.153 0.695 0.427 0.15
O 3.07434 -3.49725 2.48180 -0.921 0.092 -0.334 0.07
H 6.04333 -4.06698 3.85280 -0.039 -0.252 0.003 0.09
H 4.51406 -4.74447 4.44228 -0.076 0.142 0.146 0.10
H 4.83781 -2.97778 4.40199 -0.442 0.042 -0.178 0.09
H 4.99856 -3.29329 1.77626 -0.067 0.362 0.348 0.15
H 4.86218 -6.11785 2.28967 -0.346 -0.020 0.237 0.14
H 4.74484 -5.25094 0.76262 0.071 -0.101 0.068 0.13
C 2.20919 -2.60636 -3.14226 -0.727 0.393 -1.043 -0.02
C 3.19041 -2.59887 -2.02194 0.344 0.530 0.924 -0.27
C 4.51980 -1.82493 -2.28810 -0.513 -0.545 -0.659 -0.06
O 4.49161 -0.75235 -1.36623 1.024 0.382 -0.051 0.08
C 3.42294 -0.77674 -0.60074 -0.735 -0.942 0.730 -0.57
O 3.17151 -0.05147 0.31094 0.043 0.457 -0.142 0.18
O 2.64204 -1.84094 -0.90973 -0.194 -0.066 -0.297 0.05
H 2.59530 -3.02587 -4.07378 0.291 -0.145 0.196 0.10
H 1.91670 -1.58431 -3.40062 0.151 0.045 0.134 0.08
H 1.27766 -3.13451 -2.93286 0.166 -0.151 0.325 0.08
H 3.33782 -3.59179 -1.59516 0.276 -0.081 -0.323 0.15
H 4.58344 -1.38452 -3.28277 -0.226 -0.080 -0.051 0.13
H 5.39430 -2.45876 -2.15035 0.067 0.149 0.338 0.13
C -7.15687 -2.55505 -1.42184 -0.618 0.064 -0.445 -0.01
C -6.41364 -1.24372 -1.38850 0.744 -0.579 0.708 -0.26
C -6.87984 -0.20967 -0.35557 -1.341 -0.617 0.960 -0.06
O -5.78325 -0.02646 0.54068 -0.080 0.985 -0.600 0.08
C -4.71852 -0.66314 0.06922 0.879 -0.273 0.879 -0.59
O -3.61726 -0.53681 0.53537 -0.216 -0.198 -0.392 0.15
O -5.05141 -1.51266 -0.90083 -0.031 0.261 -1.111 0.07
H -7.49933 -2.90196 -0.44879 0.053 0.115 0.049 0.10
H -6.58811 -3.36099 -1.88513 0.300 0.176 0.055 0.09
H -8.00789 -2.39739 -2.09116 -0.240 -0.151 0.280 0.09
H -6.35963 -0.84630 -2.40133 0.313 0.218 0.107 0.14
H -7.65509 -0.60067 0.30925 -0.208 -0.225 -0.418 0.14
H -7.28941 0.71903 -0.74924 0.622 0.193 -0.156 0.14
O 2.04631 -2.72789 6.42835 0.208 0.519 -0.305 0.14
C 2.26498 -1.79854 5.69699 -0.159 -1.044 1.299 -0.62
O 1.77037 -1.69613 4.47513 0.213 0.389 -1.500 0.06
C 2.44010 -0.60029 3.81767 -0.563 0.505 -1.552 -0.11
C 2.95973 0.23969 4.95787 0.455 -0.119 -0.216 -0.08
O 3.03089 -0.75154 5.99851 0.162 0.526 0.582 0.08
H 3.20850 -0.85999 3.08226 0.324 -0.938 0.649 0.12
H 1.74018 -0.14017 3.11495 -0.392 0.391 0.660 0.12
H 2.30407 1.07025 5.20160 -0.009 -0.192 0.402 0.12
H 3.97231 0.60252 4.80185 -0.107 0.115 -0.134 0.13
O -2.81186 5.17731 3.22662 -0.219 0.676 0.198 0.18
C -3.19042 4.66669 2.22896 0.361 -0.863 0.325 -0.60
O -2.55993 4.74975 1.04088 0.471 0.329 -0.370 0.07
C -2.96303 3.68997 0.19387 -0.341 -0.516 -0.803 -0.13
C -4.26257 3.23306 0.83405 -0.977 0.791 0.279 -0.08
O -4.22735 3.80446 2.16131 0.538 -0.451 -0.063 0.05
H -3.13393 4.02500 -0.83100 -0.079 0.415 0.164 0.12
H -2.19678 2.92011 0.07411 0.107 0.026 0.655 0.11
H -4.43720 2.16220 0.88197 0.146 0.025 0.093 0.11
H -5.12407 3.75985 0.41603 0.033 -0.467 -0.602 0.13
O -3.38682 1.63964 -2.68025 -0.303 -0.015 0.727 0.18
C -3.51985 0.54104 -3.10012 -0.424 0.239 -1.997 -0.54
O -4.55565 0.16206 -3.96749 0.981 0.752 1.195 0.03
C -4.12734 -0.99367 -4.64497 -1.030 -1.632 0.172 -0.14
C -3.05925 -1.59586 -3.72706 0.463 0.384 -1.834 -0.10
O -2.60566 -0.43231 -3.03270 -0.015 -0.743 0.938 0.05
H -4.96121 -1.70175 -4.65944 -0.085 0.207 -0.311 0.13
H -3.84221 -0.79161 -5.67842 0.295 0.251 0.191 0.13
H -2.22525 -1.95667 -4.32941 0.107 -0.028 0.173 0.13
H -3.44294 -2.44716 -3.16856 0.041 0.541 0.860 0.13
O 3.67921 0.96547 -3.78842 -0.319 -0.273 -0.674 0.15
C 2.50899 1.06410 -4.02252 0.716 -0.239 0.798 -0.58
O 1.68383 1.73688 -3.21787 0.612 0.211 -0.246 0.07
C 0.39265 1.73100 -3.76740 -1.415 -0.061 1.483 -0.13
C 0.40804 0.76791 -4.92545 1.237 0.239 -0.189 -0.06
O 1.83657 0.45839 -5.01902 -0.466 0.081 -0.563 0.06
H -0.22800 1.33009 -2.96181 -0.408 0.536 -0.193 0.11
H 0.13227 2.75429 -4.03601 -0.148 -0.155 -0.058 0.12
H 0.06025 1.28734 -5.81668 0.193 -0.456 -0.289 0.13
H -0.11970 -0.16650 -4.75157 -0.063 0.055 -0.002 0.12
O 0.51323 3.50902 6.37274 0.500 -1.277 -0.685 0.16
C 0.16342 2.79385 5.47128 -0.398 2.744 0.867 -0.58
O -0.26445 3.32433 4.29639 -0.478 -0.764 -0.418 0.07
C -1.20490 2.40146 3.72705 0.184 -0.951 0.163 -0.09
C -1.05004 1.13746 4.61321 -0.995 0.160 -0.357 -0.09
O 0.00539 1.47621 5.50387 -0.111 -1.063 0.208 0.05
H -2.21615 2.78629 3.82416 0.084 0.263 -0.084 0.11
H -0.98928 2.12011 2.69629 0.284 0.597 -0.089 0.12
H -0.89178 0.20951 4.06542 0.704 0.138 -0.002 0.12
H -1.97850 0.96594 5.16322 0.198 0.111 0.366 0.13
O 0.15370 1.92357 -0.30513 0.380 0.003 -0.683 0.14
C 0.09121 0.74389 -0.12980 -0.859 -0.224 0.218 -0.59
O -0.07121 -0.20694 -1.06590 -0.080 -0.957 -1.568 0.04
C -0.45926 -1.51487 -0.50897 0.218 1.815 1.519 -0.05
C -0.23218 -1.17982 0.98876 -0.795 -1.121 0.498 -0.11
O 0.01877 0.19237 1.06296 0.636 0.835 0.724 0.06
H -1.52607 -1.68870 -0.63224 0.013 0.322 -0.547 0.09
H 0.11867 -2.35622 -0.87373 0.387 0.387 -0.233 0.11
H 0.57991 -1.71466 1.48000 -0.138 -0.174 -0.094 0.12
H -1.18785 -1.25475 1.51371 0.248 -0.727 0.196 0.12
O -5.54810 -6.01035 0.85575 -0.017 0.621 -0.012 0.16
C -4.49951 -5.45140 0.80355 -0.070 -0.545 -0.291 -0.56
O -4.27621 -4.11880 0.94106 -0.142 0.348 -0.268 0.05
C -2.87540 -3.84465 0.68115 -0.382 -1.274 1.668 -0.10
C -2.31409 -5.23372 0.96571 2.697 0.925 -1.872 -0.15
O -3.33159 -6.11045 0.55757 -0.299 0.273 0.609 0.08
H -2.69559 -3.52071 -0.34129 -0.359 0.014 -0.042 0.12
H -2.46047 -3.15626 1.41234 -0.425 0.389 -0.146 0.12
H -1.84019 -5.43424 1.92611 -0.884 0.059 0.436 0.14
H -1.45145 -5.26654 0.28634 -0.125 -0.803 -0.045 0.13
O 2.54144 7.33405 -3.68521 0.161 0.060 -0.268 0.18
C 1.66472 6.61409 -3.34671 0.121 -0.011 0.391 -0.59
O 0.69633 6.12579 -4.13902 -1.062 -0.007 -0.601 0.07
C -0.33453 5.56774 -3.32720 -0.138 -1.019 0.643 -0.12
C 0.38827 5.25557 -2.01961 0.377 -0.394 -0.568 -0.10
O 1.50405 6.14866 -2.10122 -0.070 0.392 1.199 0.06
H -1.19284 6.21098 -3.13469 0.318 0.629 -0.360 0.13
H -0.75118 4.65759 -3.75405 0.225 0.059 -0.414 0.11
H 0.83983 4.26347 -1.96198 -0.385 -0.216 -0.127 0.11
H -0.26721 5.38853 -1.16198 0.409 0.433 0.234 0.13
```
Positions in Å, forces in eV/Å.

Values from the calculation:
2S+1 ... 1
F_max ... 3.41 eV Å⁻¹
Frontier orbital gap ... 0.3535 Ha

# 2
Density functional theory data (the ωB97M-V functional and the def2-TZVPD basis) for 13 unconnected molecules or ions with the total composition C13H52O13 in a non-equilibrium geometry.

XYZ file:
```
78
Properties=species:S:1:pos:R:3:forces:R:3:lowdin_charge:R:1
C 0.87974 -4.03586 0.61283 -0.275 -0.330 0.629 -0.15
O 0.25960 -5.23826 0.13725 0.203 0.390 0.184 -0.12
H 1.13647 -3.38090 -0.21433 -0.044 -0.133 -0.060 0.06
H 0.19254 -3.52010 1.29171 0.087 0.237 -0.180 0.05
H 1.76053 -4.28233 1.21660 0.168 0.130 -0.267 0.08
H -0.00075 -5.68652 0.94871 -0.114 -0.304 -0.264 0.08
C 0.64784 3.41152 1.24690 0.062 0.065 -0.774 -0.16
O 1.73482 2.51754 1.34644 0.605 0.099 0.399 -0.12
H 1.00646 4.42451 1.43401 0.078 -0.115 0.268 0.08
H 0.27521 3.43827 0.21503 -0.325 -0.066 0.160 0.07
H -0.15978 3.17671 1.94302 -0.013 -0.004 -0.020 0.07
H 1.59822 1.69822 0.86044 -0.296 -0.041 -0.007 0.02
C -2.93204 3.60732 1.12742 0.911 0.350 -0.441 -0.16
O -2.52484 4.80202 0.45835 -0.472 0.191 -0.029 -0.14
H -2.97957 3.81930 2.19255 -0.102 -0.038 -0.010 0.09
H -3.89150 3.22911 0.77091 -0.045 -0.010 0.052 0.07
H -2.12992 2.88631 0.94550 -0.398 -0.442 0.243 0.05
H -2.33574 4.55166 -0.45820 0.048 -0.129 0.352 0.02
C -0.26478 0.13756 0.19375 -0.909 0.758 0.008 -0.14
O 1.09133 -0.23786 0.36138 -0.187 -0.177 -0.497 -0.13
H -0.53859 0.83689 0.98784 0.076 -0.245 0.152 0.08
H -0.47264 0.68857 -0.73324 0.342 -0.150 -0.062 0.08
H -0.98695 -0.68537 0.20877 0.325 -0.218 0.178 0.06
H 1.31991 -0.72897 -0.44141 0.411 -0.027 0.183 0.04
C 0.78176 1.69565 -3.77569 0.890 -0.531 0.171 -0.13
O -0.51652 1.36921 -3.31212 0.056 0.337 -0.025 -0.13
H 1.16917 2.56020 -3.23552 -0.383 0.124 -0.022 0.09
H 1.48711 0.88911 -3.52485 -0.082 0.035 -0.178 0.06
H 0.84051 1.88482 -4.85024 -0.199 0.057 0.046 0.09
H -0.85105 0.61611 -3.80410 -0.098 0.022 0.000 0.10
C 4.07058 -1.74160 1.63458 0.133 -0.723 -0.369 -0.15
O 5.46029 -1.74812 1.93527 -0.109 0.172 0.267 -0.11
H 3.89452 -1.27651 0.66299 -0.237 0.211 0.146 0.05
H 3.69050 -2.77033 1.57751 -0.060 0.041 0.042 0.07
H 3.51045 -1.24663 2.42211 0.249 0.298 -0.031 0.07
H 5.87901 -2.43572 1.41390 0.034 -0.004 -0.028 0.07
C 3.23941 -2.93464 -1.84504 0.496 -0.350 -0.439 -0.14
O 2.28358 -1.87473 -1.84800 0.173 -0.223 0.171 -0.14
H 3.50192 -3.30072 -0.85494 -0.526 0.361 0.248 0.06
H 2.84950 -3.78170 -2.41454 0.103 -0.054 0.037 0.09
H 4.18813 -2.61153 -2.28574 -0.103 0.056 -0.141 0.08
H 2.08754 -1.74261 -2.78036 -0.176 0.247 0.092 0.09
C 0.38131 -1.27806 3.27648 0.130 -0.379 0.301 -0.15
O 0.42447 -2.01318 4.50023 -0.242 -0.027 0.012 -0.11
H -0.25611 -1.75512 2.52618 -0.071 -0.051 0.065 0.05
H -0.05021 -0.31186 3.52296 0.182 0.148 -0.171 0.09
H 1.38050 -1.19178 2.85350 -0.080 0.364 -0.071 0.06
H 1.08539 -2.70545 4.44156 0.033 -0.005 -0.096 0.06
C -1.33097 4.82631 -2.72051 -0.052 0.386 0.211 -0.14
O -1.62414 3.64265 -1.98377 0.525 0.102 -0.646 -0.15
H -2.06746 5.57679 -2.42547 -0.007 -0.046 -0.191 0.08
H -0.34754 5.24931 -2.48114 0.009 -0.206 0.077 0.08
H -1.37616 4.67155 -3.80220 -0.152 -0.056 0.048 0.08
H -1.10219 2.93746 -2.40314 -0.492 -0.172 0.368 0.03
C -3.23495 -0.54243 2.97836 0.326 0.197 0.294 -0.16
O -3.32764 0.72803 2.37058 0.193 0.173 -0.352 -0.14
H -4.21584 -0.87299 3.32398 -0.085 -0.264 -0.228 0.08
H -2.75567 -1.26279 2.31420 -0.280 -0.233 -0.072 0.06
H -2.59963 -0.48915 3.86715 0.008 0.153 -0.001 0.07
H -3.18837 0.61826 1.40948 -0.188 -0.066 0.391 0.03
C -2.53910 -3.49372 -0.39212 -0.190 -0.276 -0.176 -0.12
O -3.70251 -2.78660 0.03979 0.207 0.174 -0.198 -0.13
H -1.75078 -3.46740 0.35903 -0.114 -0.053 0.050 0.05
H -2.80644 -4.52455 -0.62931 0.248 -0.022 0.052 0.09
H -2.16032 -3.03407 -1.30710 -0.074 0.085 0.081 0.09
H -4.34061 -3.40398 0.39846 -0.043 0.024 0.100 0.09
C -4.51906 0.50517 -0.90254 -0.552 0.489 0.150 -0.13
O -3.32999 -0.04284 -0.36901 0.032 -0.502 -0.302 -0.15
H -4.42650 1.58721 -0.82340 0.016 0.003 -0.130 0.07
H -4.72589 0.25005 -1.94610 0.379 -0.119 -0.042 0.08
H -5.41364 0.22427 -0.33538 0.151 -0.110 0.152 0.09
H -3.43450 -1.01369 -0.33057 -0.124 0.361 0.173 0.04
C 4.21430 0.90318 -1.11486 -0.674 0.193 0.482 -0.16
O 5.10923 1.97358 -1.35329 0.216 -0.106 -0.070 -0.10
H 3.36708 1.00276 -1.79807 0.092 -0.255 -0.157 0.06
H 4.64413 -0.09805 -1.16996 0.218 0.089 -0.347 0.07
H 3.78523 0.98050 -0.11074 0.150 0.164 0.014 0.07
H 5.98261 1.63103 -1.55071 0.005 -0.024 0.049 0.07
```
Positions in Å, forces in eV/Å.

Values from the calculation:
2S+1 ... 1
F_max ... 1.18 eV Å⁻¹
Frontier orbital gap ... 0.3306 Ha

What is the F_max in the second record? 1.18 eV Å⁻¹